No. 1
This record from the OMol25 dataset describes the ion C4H12NS2 with charge +1 at a distorted geometry. The level of theory is wB97M-V/def2-TZVPD.

```
19
Properties=species:S:1:pos:R:3:forces:R:3
C -3.058 0.165 0.986 -0.98 -1.17 0.25
C -1.849 -0.561 1.521 1.11 0.23 -0.91
S -0.679 -0.927 0.106 -0.72 -0.29 0.23
S -0.242 0.967 -0.501 0.38 0.13 -0.63
C 1.535 1.149 -0.160 -0.15 0.43 0.83
C 2.493 0.451 -1.084 -1.43 -2.23 -0.83
N 2.198 -1.094 -1.037 1.24 0.33 0.17
H -2.845 1.188 0.697 -0.16 -0.02 -0.12
H -3.539 -0.442 0.192 0.58 0.59 -0.05
H -3.844 0.112 1.747 0.22 0.58 0.22
H -1.200 0.019 2.171 -0.43 0.00 0.44
H -2.077 -1.535 1.932 -0.02 -0.18 0.20
H 1.708 0.986 0.906 0.20 -0.23 -0.13
H 1.677 2.207 -0.319 0.17 0.50 -0.02
H 3.543 0.465 -0.858 0.37 0.81 0.04
H 2.232 0.674 -2.124 0.50 0.41 0.22
H 2.333 -1.575 -1.916 -0.34 0.20 -0.71
H 1.269 -1.282 -0.663 -0.47 -0.19 0.20
H 2.879 -1.571 -0.453 -0.06 0.09 0.60
```
Forces are in eV/Å.

Values from the calculation:
Frontier orbital gap: 9.19 eV
LUMO: -3.4 eV
SMILES: CCSSCC[NH3+]
Multiplicity: 1
Net charge: +1

***

No. 2
This record from the OMol25 dataset describes a cluster of 2 separate species, C7H10O in total at a distorted geometry. The level of theory is wB97M-V/def2-TZVPD.

```
18
Properties=species:S:1:pos:R:3:forces:R:3
C 1.630 -1.082 -0.834 1.77 0.09 0.76
C 0.495 -0.154 -0.573 -0.72 -0.05 -0.80
C 0.660 1.203 -0.560 -1.23 0.80 0.00
C -0.457 2.029 -0.294 1.33 1.09 1.66
C -1.687 1.503 0.030 -0.62 -0.81 0.12
C -1.938 0.126 -0.173 1.49 1.49 0.63
C -0.825 -0.633 -0.448 -0.18 -1.44 -1.29
H 2.593 -0.651 -0.453 -0.80 -0.10 -0.07
H 1.894 -1.280 -1.872 -0.61 -0.13 -0.19
H 1.522 -2.011 -0.276 -0.14 -0.18 -0.28
H 1.596 1.682 -0.766 0.49 -0.02 0.11
H -0.186 3.081 0.013 -0.71 -1.01 -0.82
H -2.454 2.067 0.542 -0.03 0.47 -0.40
H -2.899 -0.302 0.040 -0.28 -0.18 -0.22
H -1.008 -1.651 -0.813 0.24 -0.06 0.73
O 0.421 -1.389 2.520 -0.04 -0.23 0.18
H -0.295 -1.724 1.967 0.15 0.20 0.01
H 0.938 -0.815 1.949 -0.11 0.07 -0.10
```
Forces are in eV/Å.

Values from the calculation:
Frontier orbital gap: 10.19 eV
LUMO: 0.9 eV
SMILES: Cc1ccccc1.O
Multiplicity: 1

***

No. 3
This record from the OMol25 dataset describes a cluster of 2 separate species, C5H10INO2 in total at a distorted geometry. The level of theory is wB97M-V/def2-TZVPD.

```
19
Properties=species:S:1:pos:R:3:forces:R:3
C -0.656 -0.582 -0.460 0.97 -0.49 -2.51
C -1.301 1.365 0.515 3.19 0.94 -2.74
C 1.165 0.606 0.556 2.13 -0.01 -0.86
C -0.502 -0.527 1.973 -4.86 1.27 0.59
C -0.286 0.202 0.689 -0.48 1.49 1.35
N 0.690 -0.727 -3.073 1.35 1.86 0.67
O -1.395 -1.386 -0.857 -1.28 -0.54 1.34
O 1.980 -0.931 -2.489 -0.51 -0.14 -1.19
I -0.419 -2.311 -3.309 -0.05 -1.53 -0.71
H -2.238 0.991 0.562 -3.19 -1.35 0.05
H -1.261 2.145 1.253 0.69 0.46 0.19
H -1.126 1.710 -0.586 -0.49 0.14 2.05
H 1.860 -0.010 1.244 -1.21 1.10 -0.87
H 1.265 1.716 0.806 0.29 -1.52 -0.64
H 1.497 0.269 -0.520 -0.31 1.43 1.92
H -0.705 0.140 2.862 0.47 -0.61 -1.00
H -1.412 -1.180 1.834 0.79 0.49 0.51
H 0.303 -1.099 2.097 3.05 -2.55 1.15
H 2.542 -0.392 -3.097 -0.55 -0.44 0.71
```
Forces are in eV/Å.

Values from the calculation:
Frontier orbital gap (alpha / beta): 6.71 / 8.80 eV
LUMO (alpha / beta): -0.3 / 0.5 eV
Multiplicity: 1

***

No. 4
This record from the OMol25 dataset describes a cluster of 2 separate species, C9H24N2Si in total at a distorted geometry. The level of theory is wB97M-V/def2-TZVPD.

```
36
Properties=species:S:1:pos:R:3:forces:R:3
C -1.046 1.698 3.104 -1.53 0.35 0.73
C 3.272 -0.403 -0.223 -0.70 -0.38 3.73
C 3.365 0.836 -2.568 1.05 -1.30 1.96
C -2.367 0.734 -0.924 2.72 1.18 2.26
C -1.524 -1.647 -1.440 0.65 0.13 -1.88
C -3.208 -1.308 0.289 -1.41 -2.58 1.43
C -0.384 1.514 1.735 1.49 -2.77 1.50
C 2.517 0.055 -1.443 3.51 -0.20 -1.69
C -2.005 -0.672 -0.328 0.31 0.54 -0.07
N 0.051 -1.542 1.857 2.55 -0.76 0.59
N 1.427 0.832 -1.300 -3.91 2.42 4.25
Si -0.616 -0.275 0.929 1.34 1.90 -1.95
H -0.285 2.323 3.676 -1.75 -0.86 0.04
H -2.111 2.112 3.111 1.58 0.31 -0.32
H -1.326 0.716 3.557 1.13 0.57 0.21
H 4.250 -0.958 -0.267 -0.79 0.84 -0.53
H 3.364 0.490 0.566 0.08 -1.70 -1.70
H 2.569 -1.175 0.354 1.23 1.51 -1.09
H 3.969 1.588 -1.979 -0.59 -0.32 -1.19
H 2.507 1.226 -3.144 1.27 0.06 -0.37
H 4.059 0.038 -3.019 -0.94 1.55 0.06
H -2.812 0.562 -1.871 -0.03 0.29 -1.17
H -3.087 1.350 -0.303 0.79 -0.95 -0.42
H -1.298 1.318 -0.889 -2.71 -0.98 -1.13
H -2.409 -1.973 -2.153 1.78 0.58 1.53
H -0.898 -2.506 -1.138 -1.19 -0.29 0.74
H -0.684 -1.243 -2.052 -1.02 0.76 -0.04
H -3.142 -2.438 0.076 -0.24 1.52 0.81
H -3.404 -1.166 1.393 0.59 -0.11 -0.95
H -4.166 -1.017 -0.144 0.13 0.27 -0.47
H 0.726 1.465 2.132 -1.68 0.18 -1.88
H -0.581 2.293 1.029 0.27 0.45 -0.37
H 2.291 -0.781 -2.023 -0.80 -2.04 -0.74
H 0.557 -2.317 1.339 -1.32 1.12 0.61
H 0.815 -1.206 2.513 -1.44 -0.37 -0.84
H 1.615 1.476 -0.449 -0.42 -0.94 -1.68
```
Forces are in eV/Å.

Values from the calculation:
Frontier orbital gap (alpha / beta): 7.33 / 6.07 eV
LUMO (alpha / beta): 0.3 / 0.2 eV
Multiplicity: 1

***

No. 5
This record from the OMol25 dataset describes a cluster of 2 separate species, C5H14N2 in total at a distorted geometry. The level of theory is wB97M-V/def2-TZVPD.

```
21
Properties=species:S:1:pos:R:3:forces:R:3
C 0.230 1.694 -1.659 -1.48 1.00 1.23
C 0.176 1.775 -0.339 0.66 -1.38 0.11
C -1.160 1.949 0.318 0.14 -1.07 -0.29
C 1.342 1.351 0.538 0.14 1.92 0.55
H -0.641 1.971 -2.208 -0.52 0.08 -0.54
H 1.045 1.385 -2.192 2.17 -0.59 -1.21
H -1.630 2.836 -0.114 -0.42 -0.27 0.32
H -1.000 2.034 1.417 -0.75 -0.17 -0.81
H -1.667 0.965 -0.045 0.10 1.91 1.34
H 1.970 2.298 0.652 -0.31 -1.35 -0.15
H 1.013 1.123 1.578 0.26 -0.27 -0.90
H 1.916 0.541 0.077 0.05 0.26 0.36
C -0.198 -2.997 0.988 2.49 -0.90 0.21
N -0.233 -1.644 0.379 -2.70 -0.84 2.05
N 0.129 -1.663 -0.967 0.69 0.25 -0.69
H 0.759 -2.986 1.564 -0.80 -0.35 0.05
H -0.982 -3.352 1.633 -0.73 0.91 0.51
H -0.067 -3.920 0.365 -0.16 1.32 -0.62
H -1.183 -1.224 0.542 1.30 -0.61 -0.42
H 0.764 -0.897 -1.020 1.30 0.35 -0.28
H -0.586 -1.238 -1.506 -1.43 -0.20 -0.81
```
Forces are in eV/Å.

Values from the calculation:
Frontier orbital gap: 9.55 eV
LUMO: 0.9 eV
SMILES: C=C(C)C.CNN
Multiplicity: 1

***

No. 6
This record from the OMol25 dataset describes a structure of composition C29H39CuN4O4S2Se2Si2. The level of theory is wB97M-V/def2-TZVPD.

```
83
Properties=species:S:1:pos:R:3:forces:R:3
Cu -0.199 0.532 1.323 -0.31 0.04 0.61
O 5.303 0.014 0.184 -0.10 0.00 -0.02
C 5.136 0.156 1.528 -0.04 -0.01 0.08
C 6.257 0.309 2.342 0.03 -0.01 0.03
C 6.135 0.423 3.717 -0.02 0.01 -0.02
C 4.878 0.380 4.301 -0.02 -0.02 -0.04
C 3.763 0.228 3.490 0.03 0.05 0.11
C 3.857 0.125 2.103 0.07 -0.01 -0.10
C 2.542 0.012 1.378 0.03 -0.01 0.06
O 1.550 -0.305 2.071 0.25 -0.14 -0.07
N 2.544 0.297 0.073 0.15 0.01 0.20
N 1.268 0.310 -0.416 -0.12 -0.27 -0.02
C 1.197 0.267 -1.679 0.01 0.23 -0.33
S -0.392 0.477 -2.505 0.11 0.16 0.21
C 0.587 2.021 -3.407 -0.03 -0.14 -0.05
C 1.658 1.206 -4.095 -0.01 -0.10 0.08
S 2.565 0.285 -2.782 0.00 0.23 0.02
H 6.247 0.027 0.002 0.02 0.00 -0.02
H 7.241 0.332 1.880 -0.02 0.00 0.01
H 7.024 0.546 4.325 -0.01 -0.01 0.00
H 4.763 0.465 5.375 0.00 0.01 -0.03
H 2.766 0.194 3.914 0.03 0.00 -0.02
H 1.008 2.783 -2.746 0.00 -0.05 -0.03
H -0.116 2.466 -4.117 0.03 -0.04 0.06
H 2.410 1.791 -4.620 0.01 0.01 -0.03
H 1.218 0.496 -4.804 -0.01 0.04 0.00
Se -0.422 0.533 4.797 -0.04 0.07 -0.06
Se -2.383 2.449 3.637 0.12 -0.24 0.04
C -1.037 3.312 2.640 0.21 0.13 -0.20
C -0.917 4.716 2.723 -0.03 -0.10 0.01
C 0.063 5.378 2.018 -0.03 -0.01 0.05
C 0.943 4.639 1.231 -0.05 0.02 -0.01
C 0.766 3.272 1.190 -0.02 -0.17 -0.01
N -0.198 2.611 1.856 0.18 0.24 -0.12
C -1.043 -0.966 3.823 -0.02 0.16 -0.21
C -1.180 -2.210 4.459 -0.06 0.05 0.05
C -1.797 -3.252 3.802 0.04 0.02 0.03
C -2.305 -3.037 2.525 -0.03 0.04 -0.02
C -2.082 -1.803 1.947 0.13 0.00 0.09
N -1.414 -0.803 2.540 -0.15 -0.21 -0.05
H -1.606 5.245 3.366 0.02 0.03 0.00
H 0.160 6.456 2.092 -0.03 -0.02 0.00
H 1.742 5.105 0.670 -0.01 -0.03 0.02
H 1.430 2.652 0.592 -0.03 0.04 0.06
H -0.822 -2.313 5.474 -0.03 -0.01 -0.02
H -1.913 -4.215 4.287 0.01 0.02 0.01
H -2.855 -3.802 1.992 0.03 0.03 -0.01
H -2.457 -1.596 0.954 0.07 0.00 -0.07
C -2.095 3.838 -1.086 0.05 -0.01 -0.01
O -1.444 2.848 -1.919 -0.08 0.01 0.00
C -1.289 1.648 -1.380 -0.05 0.19 0.11
O -1.641 1.336 -0.281 -0.20 -0.02 -0.28
H -1.377 4.631 -0.894 0.04 0.00 -0.01
H -2.421 3.403 -0.146 0.00 -0.04 0.01
H -2.942 4.217 -1.652 -0.01 0.01 -0.03
C -3.861 0.495 -2.258 -0.02 0.19 -0.01
Si -2.993 -1.170 -2.166 0.00 -0.11 -0.05
C -2.977 -1.836 -3.924 -0.01 -0.11 -0.12
C -4.140 -2.242 -1.132 -0.06 -0.02 0.07
C -1.237 -1.083 -1.553 0.07 0.28 0.05
Si -0.222 -2.644 -1.768 0.05 0.00 0.00
C 0.445 -2.787 -3.519 0.04 0.03 -0.17
C -1.250 -4.194 -1.489 -0.14 -0.12 0.00
C 1.181 -2.725 -0.539 0.09 -0.04 0.10
H -4.884 0.330 -2.610 0.03 0.01 -0.01
H -3.380 1.189 -2.957 -0.08 -0.03 0.04
H -3.912 0.975 -1.276 -0.05 -0.04 -0.10
H -3.945 -1.675 -4.411 0.06 -0.02 0.03
H -2.769 -2.912 -3.938 -0.01 0.10 -0.04
H -2.206 -1.342 -4.525 -0.07 -0.02 0.04
H -4.973 -2.582 -1.758 0.02 0.02 0.07
H -4.560 -1.671 -0.298 0.03 -0.04 -0.04
H -3.644 -3.122 -0.723 -0.04 -0.02 -0.01
H -1.194 -0.850 -0.487 -0.08 -0.14 0.04
H -0.336 -3.099 -4.219 0.06 0.02 0.03
H 1.251 -3.528 -3.555 -0.06 0.03 0.01
H 0.861 -1.840 -3.875 0.01 -0.08 0.00
H -2.072 -4.284 -2.207 0.04 -0.03 0.10
H -1.669 -4.217 -0.478 0.03 -0.02 -0.04
H -0.606 -5.073 -1.602 -0.04 0.06 0.00
H 2.069 -2.189 -0.885 -0.03 -0.05 0.06
H 1.460 -3.770 -0.366 0.00 0.04 -0.02
H 0.893 -2.284 0.422 0.05 -0.05 -0.06
```
Forces are in eV/Å.

Values from the calculation:
Frontier orbital gap (alpha / beta): 5.95 / 6.48 eV
LUMO (alpha / beta): 2.4 / 2.1 eV
Multiplicity: 2
Net charge: -1

***

No. 7
This record from the OMol25 dataset describes the molecule C3H8N4O at a distorted geometry. The level of theory is wB97M-V/def2-TZVPD.

```
16
Properties=species:S:1:pos:R:3:forces:R:3
H -1.441 -2.730 -0.041 0.07 1.54 -0.02
N -1.723 -1.716 -0.061 -0.89 -2.97 0.32
C -0.852 -0.837 -0.101 1.99 3.01 -1.42
N 0.539 -0.983 -0.136 -2.04 -4.05 0.32
O 1.366 -0.053 -0.617 1.23 0.79 -0.60
C 2.344 0.187 0.413 -1.03 -1.99 1.03
C -1.397 0.639 -0.179 -3.29 -0.90 3.05
N -0.469 1.739 -0.123 0.90 0.14 -5.31
N -2.670 0.722 0.149 3.64 3.25 -1.11
H -3.179 -0.079 0.438 0.30 -1.37 -0.36
H 0.815 -1.980 -0.402 -0.24 1.84 0.34
H 3.188 0.642 -0.118 0.20 -0.57 0.46
H 2.421 -0.993 0.908 0.77 3.86 -0.97
H 1.899 0.940 1.128 0.57 -1.04 -0.37
H 0.034 1.816 -1.255 -1.67 -0.41 4.61
H -0.873 2.685 -0.004 -0.50 -1.13 0.05
```
Forces are in eV/Å.

Values from the calculation:
Frontier orbital gap: 9.96 eV
LUMO: 0.8 eV
SMILES: [H]/N=C(NOC)/C(N)=N\[H]
Multiplicity: 1

***

What did we get for molar mass? Answer: 138.28, 110.16, 243.04, 188.39, 102.18, 849.43, 116.12 g mol⁻¹, in the order shown.
What did we get for energy above the lowest of the compared OMol25 structures with the same formula, charge and spin? Answer: 34.0, 33.4, 423.4, 476.4, 327.0, 275.1, 541.4 kJ/mol, in the order shown.